(1)
{
  "formula": "C3H7N2S",
  "method": "the ωB97M-V functional and the def2-TZVPD basis",
  "charge": 1,
  "e_above_lowest_kcal_mol": 74.9,
  "homo_lumo_gap_ev": 9.98,
  "largest_force_ev_per_a": 2.55,
  "lumo_energy_ha": -0.143,
  "symbols": ["C", "C", "C", "N", "N", "S", "H", "H", "H", "H", "H", "H", "H"],
  "xyz": [[-3.11962, 0.71438, -0.53816], [-2.77790, 1.04749, 0.56012], [1.52128, -0.61326, 0.32894], [1.51287, -1.90216, 0.07387], [0.73878, 0.29411, -0.17655], [1.01370, 2.01692, 0.06145], [-3.19152, 0.30643, -1.55561], [1.78764, 2.22266, -1.04071], [-2.68771, 1.20420, 1.58017], [2.37843, -0.27433, 0.96403], [2.02489, -2.36919, 0.83540], [0.84550, -2.58384, -0.38608], [-0.04632, -0.06340, -0.70686]],
  "forces_ev_per_a": [[0.712, -0.747, -1.441], [-0.557, -0.476, -0.835], [1.090, 0.580, -0.042], [-0.190, -2.136, 1.381], [0.132, 0.437, -0.112], [-0.109, -0.722, -0.335], [-0.316, 0.674, 1.037], [-0.273, -0.247, 0.316], [0.255, 0.500, 1.202], [-1.005, -0.182, -0.473], [-0.058, -0.189, -0.941], [0.668, 1.928, 0.413], [-0.349, 0.581, -0.169]],
  "mulliken_charge": [-0.373, -0.365, 0.281, -0.348, -0.276, -0.035, 0.348, 0.211, 0.409, 0.321, 0.292, 0.302, 0.231]
}



(2)
{
  "formula": "C3H3O4Sm",
  "method": "the ωB97M-V functional and the def2-TZVPD basis",
  "s_squared": 15.761,
  "charge": 2,
  "e_above_lowest_kcal_mol": 0.0,
  "homo_lumo_gap_ev": [5.58, 4.64],
  "largest_force_ev_per_a": 2.76,
  "lumo_energy_ha": [-0.373, -0.406],
  "spin_multiplicity": 8,
  "symbols": ["O", "C", "C", "H", "H", "H", "O", "C", "O", "O", "Sm"],
  "xyz": [[3.06127, -3.59267, -0.18153], [2.33784, -2.72184, 0.21396], [1.36854, -2.00862, -0.71179], [2.58997, -2.02996, 1.09436], [1.97465, -1.47389, -1.45574], [0.74976, -2.72284, -1.27100], [0.47912, -1.23680, 0.12681], [0.09855, -0.06105, -0.20598], [0.85036, 0.64762, -0.97222], [-0.77572, 0.54013, 0.43018], [-2.84360, 2.18864, 0.54179]],
  "forces_ev_per_a": [[-1.149, 0.222, 0.638], [2.241, 1.574, -0.325], [-0.113, -1.840, -0.905], [-0.415, -1.310, -0.126], [-0.256, 0.504, 0.471], [0.075, 0.168, 0.216], [-0.833, 0.050, -0.427], [1.847, 0.052, 1.666], [-0.294, 0.195, -0.936], [-2.168, 1.192, -0.316], [1.065, -0.806, 0.044]],
  "mulliken_spin": [0.008, -0.001, 0.014, 0.002, 0.000, 0.000, 0.028, -0.063, 0.885, 0.124, 6.002]
}



(3)
{
  "formula": "C2H5NO",
  "method": "the ωB97M-V functional and the def2-TZVPD basis",
  "charge": 0,
  "e_above_lowest_kcal_mol": 0.2,
  "smiles": "CC(N)=O",
  "homo_lumo_gap_ev": 10.75,
  "largest_force_ev_per_a": 0.32,
  "lumo_energy_ha": 0.033,
  "symbols": ["C", "C", "O", "N", "H", "H", "H", "H", "H"],
  "xyz": [[-1.11102, -0.02527, -0.02291], [0.30239, 0.49327, -0.20305], [0.53774, 1.56420, -0.73059], [1.29795, -0.35498, 0.19207], [-1.21898, -0.74329, 0.79420], [-1.40809, -0.51738, -0.95412], [-1.78074, 0.82019, 0.14018], [2.24990, -0.06430, 0.03077], [1.13085, -1.17243, 0.75345]],
  "forces_ev_per_a": [[-0.064, 0.065, 0.025], [-0.040, 0.021, -0.110], [-0.024, -0.293, 0.138], [0.089, 0.069, -0.007], [0.086, 0.080, -0.082], [0.031, 0.047, 0.104], [0.107, -0.099, -0.021], [-0.119, 0.001, 0.092], [-0.066, 0.110, -0.139]],
  "mulliken_charge": [-0.852, 0.597, -0.599, -0.375, 0.316, 0.233, 0.263, 0.227, 0.191]
}